1.
A single C4H11NO2 molecule in a non-equilibrium geometry, computed with the ωB97M-V functional and the def2-TZVPD basis.

Values from the calculation:
energy: -364.16889 Eh
structure (SMILES): C[C@](O)(CN)CO
lowest unoccupied orbital energy: 0.02458 hartree
orbital gap: 9.2 eV
charge: 0
2S+1: 1
energy above the lowest of the compared OMol25 structures with the same formula, charge and spin: 260.67 kJ/mol
largest force on an atom: 6.4 eV/A

Cartesian coordinates (Å):
C (0.557, 1.428, -0.009)
C (0.140, -0.019, -0.145)
O (0.600, -0.625, -1.312)
C (-1.217, -0.413, 0.230)
N (-2.211, 0.281, -0.958)
C (0.868, -0.964, 1.243)
O (2.245, -1.045, 0.921)
H (1.648, 1.493, 0.064)
H (0.251, 2.008, -0.884)
H (0.113, 1.891, 0.874)
H (0.644, 0.042, -2.014)
H (-1.442, -1.470, 0.118)
H (-1.591, 0.036, 1.146)
H (-2.013, -0.095, -1.884)
H (-2.133, 1.296, -0.998)
H (0.479, -1.976, 1.392)
H (0.763, -0.379, 2.158)
H (2.298, -1.489, 0.058)



2.
A molecular structure, C22H29N2O5Sb2Sr, computed with the ωB97M-V functional and the def2-TZVPD basis.

Values from the calculation:
energy: -1852.82226 Eh
lowest unoccupied orbital energy: 0.09330 hartree
orbital gap: 6.5 eV
charge: -1
2S+1: 1
largest force on an atom: 0.3 eV/A

Cartesian coordinates (Å):
Sr (0.982, -2.043, -0.564)
O (4.008, 1.422, -0.194)
C (3.313, 0.456, -0.504)
O (2.656, -0.324, 0.255)
C (3.235, 0.114, -2.005)
C (3.951, 0.806, -2.971)
C (3.831, 0.403, -4.293)
C (3.022, -0.675, -4.622)
C (2.343, -1.320, -3.599)
N (2.451, -0.911, -2.336)
C (1.439, -2.546, -3.839)
O (1.258, -2.877, -5.008)
O (0.980, -3.074, -2.777)
H (4.576, 1.632, -2.660)
H (4.376, 0.927, -5.070)
H (2.900, -1.035, -5.634)
C (-0.819, 3.061, -2.658)
Sb (-0.365, 1.562, -1.185)
C (-1.161, -0.061, -2.352)
C (-2.230, 1.834, -0.087)
C (-2.063, 2.802, 1.044)
C (-2.031, 4.170, 0.765)
C (-1.799, 5.113, 1.751)
C (-1.591, 4.694, 3.058)
C (-1.638, 3.342, 3.352)
C (-1.879, 2.379, 2.371)
C (-1.913, 0.932, 2.766)
Sb (-0.123, -0.168, 2.211)
C (1.235, 1.136, 3.214)
C (-0.350, -1.599, 3.792)
H (-0.636, 4.055, -2.254)
H (-1.860, 2.970, -2.969)
H (-0.168, 2.911, -3.520)
H (-2.079, 0.271, -2.839)
H (-1.407, -0.915, -1.713)
H (-0.448, -0.379, -3.112)
H (-2.539, 0.842, 0.238)
H (-2.955, 2.195, -0.819)
H (-2.186, 4.492, -0.260)
H (-1.774, 6.166, 1.500)
H (-1.399, 5.414, 3.844)
H (-1.487, 3.011, 4.374)
H (-2.755, 0.404, 2.318)
H (-1.994, 0.843, 3.851)
H (0.928, 1.312, 4.246)
H (1.276, 2.080, 2.672)
H (2.227, 0.688, 3.173)
H (-0.460, -1.089, 4.750)
H (0.525, -2.249, 3.819)
H (-1.228, -2.211, 3.590)
N (0.061, -5.957, 1.619)
C (0.103, -4.829, 0.875)
O (1.118, -4.123, 0.909)
C (-1.113, -4.519, 0.030)
C (-1.502, -3.031, 0.062)
H (0.877, -6.224, 2.141)
H (-0.740, -6.559, 1.587)
H (-1.904, -5.237, 0.313)
H (-0.818, -4.793, -0.992)
H (-1.971, -2.811, 1.035)
H (-2.287, -2.881, -0.690)



3.
A molecular structure, C42H71N4OPSZn, computed with the ωB97M-V functional and the def2-TZVPD basis.

Values from the calculation:
energy: -4455.83475 Eh
lowest unoccupied orbital energy: -0.18542 hartree
orbital gap: 9.2 eV
charge: +2
2S+1: 1
largest force on an atom: 0.5 eV/A

Cartesian coordinates (Å):
Zn (0.204, -2.231, -0.009)
C (-1.691, -4.445, 0.992)
C (-1.257, -3.563, 2.156)
N (0.132, -3.099, 1.994)
C (1.174, -4.012, 2.487)
C (1.479, -5.189, 1.556)
S (1.634, -4.688, -0.178)
C (0.291, -5.578, -1.020)
C (-0.954, -4.750, -1.361)
N (-1.337, -3.801, -0.292)
H (-1.200, -5.413, 1.047)
H (-2.761, -4.635, 1.057)
H (-1.885, -2.668, 2.187)
H (-1.395, -4.100, 3.098)
H (0.212, -2.209, 2.469)
H (2.080, -3.421, 2.623)
H (0.897, -4.414, 3.465)
H (2.432, -5.623, 1.841)
H (0.735, -5.982, 1.624)
H (0.717, -5.956, -1.947)
H (0.054, -6.450, -0.413)
H (-0.777, -4.166, -2.267)
H (-1.764, -5.449, -1.577)
H (-2.135, -3.273, -0.629)
C (-3.380, 2.285, -4.254)
C (-2.495, 2.665, -3.051)
C (-1.316, 3.523, -3.531)
C (-3.323, 3.476, -2.047)
C (-1.996, 1.373, -2.416)
C (-2.655, 0.784, -1.338)
C (-2.140, -0.352, -0.757)
N (-1.029, -0.955, -1.194)
C (-0.414, -0.438, -2.262)
C (-0.861, 0.711, -2.887)
C (0.849, -1.120, -2.668)
C (1.295, -1.085, -3.972)
C (2.505, -1.683, -4.325)
C (3.231, -2.255, -3.284)
C (2.710, -2.281, -2.009)
N (1.517, -1.761, -1.687)
C (3.025, -1.658, -5.754)
C (1.880, -1.881, -6.754)
C (3.651, -0.271, -5.993)
C (4.090, -2.739, -5.968)
H (-3.792, 3.191, -4.710)
H (-4.215, 1.648, -3.948)
H (-2.803, 1.754, -5.017)
H (-1.688, 4.496, -3.861)
H (-0.793, 3.075, -4.382)
H (-0.590, 3.694, -2.726)
H (-3.542, 4.459, -2.467)
H (-2.779, 3.629, -1.106)
H (-4.283, 3.001, -1.822)
H (-3.557, 1.220, -0.924)
H (-2.624, -0.794, 0.113)
H (-0.289, 1.117, -3.713)
H (0.688, -0.588, -4.721)
H (4.205, -2.698, -3.455)
H (3.277, -2.728, -1.206)
H (1.155, -1.062, -6.752)
H (1.348, -2.818, -6.555)
H (2.293, -1.938, -7.763)
H (2.903, 0.524, -5.905)
H (4.075, -0.228, -7.000)
H (4.455, -0.069, -5.276)
H (3.733, -3.727, -5.658)
H (5.016, -2.517, -5.428)
H (4.340, -2.794, -7.028)
O (-0.138, -0.532, 1.468)
P (0.155, 0.790, 2.197)
C (0.440, 0.385, 3.936)
C (0.869, 1.551, 4.885)
C (-0.142, 1.783, 6.007)
C (-0.357, 0.520, 6.857)
C (-0.357, -0.769, 6.002)
C (-0.699, -0.460, 4.545)
C (-1.236, 1.911, 1.893)
C (-1.224, 3.275, 2.620)
C (-2.547, 4.000, 2.365)
C (-3.754, 3.233, 2.956)
C (-3.423, 1.759, 3.227)
C (-2.601, 1.166, 2.082)
C (1.686, 1.535, 1.548)
C (1.707, 1.363, 0.013)
C (2.904, 2.096, -0.593)
C (2.800, 3.625, -0.377)
C (1.838, 3.970, 0.767)
C (2.013, 3.011, 1.947)
H (1.301, -0.284, 3.820)
H (1.027, 2.479, 4.343)
H (1.835, 1.302, 5.331)
H (-1.095, 2.117, 5.585)
H (0.209, 2.600, 6.637)
H (-1.302, 0.608, 7.395)
H (0.424, 0.455, 7.616)
H (-1.063, -1.494, 6.407)
H (0.629, -1.244, 6.033)
H (-1.651, 0.077, 4.502)
H (-0.840, -1.384, 3.981)
H (-1.102, 2.106, 0.824)
H (-0.403, 3.891, 2.260)
H (-1.082, 3.145, 3.698)
H (-2.669, 4.122, 1.283)
H (-2.493, 5.007, 2.780)
H (-4.596, 3.286, 2.262)
H (-4.089, 3.706, 3.880)
H (-4.341, 1.184, 3.355)
H (-2.873, 1.670, 4.168)
H (-3.188, 1.268, 1.162)
H (-2.450, 0.094, 2.225)
H (2.459, 0.878, 1.961)
H (0.780, 1.754, -0.426)
H (1.749, 0.311, -0.231)
H (2.983, 1.864, -1.659)
H (3.817, 1.708, -0.126)
H (2.473, 4.121, -1.294)
H (3.788, 4.029, -0.145)
H (0.799, 3.932, 0.415)
H (2.010, 4.995, 1.097)
H (1.410, 3.351, 2.781)
H (3.049, 3.063, 2.292)



4.
A molecular structure, C3H11Cl2N2PSi in a non-equilibrium geometry, computed with the ωB97M-V functional and the def2-TZVPD basis.

Values from the calculation:
energy: -1781.73232 Eh
lowest unoccupied orbital energy: 0.02185 hartree
orbital gap: 10.1 eV
charge: 0
2S+1: 1
energy above the lowest of the compared OMol25 structures with the same formula, charge and spin: 96.20 kJ/mol
largest force on an atom: 5.3 eV/A

Cartesian coordinates (Å):
C (0.039, -1.956, -0.347)
C (0.322, 0.813, 1.409)
C (-1.940, 0.533, -0.709)
N (0.865, 0.770, -1.543)
N (2.918, 0.018, -0.084)
Si (-0.084, 0.035, -0.239)
P (2.484, 0.434, -1.521)
Cl (2.746, -0.734, -3.113)
Cl (3.206, 2.048, -2.330)
H (-0.976, -2.358, -0.027)
H (0.312, -2.501, -1.374)
H (0.630, -2.494, 0.360)
H (1.449, 0.635, 1.639)
H (0.052, 1.847, 1.468)
H (-0.142, 0.212, 2.217)
H (-1.962, 1.424, -1.191)
H (-2.429, -0.352, -1.107)
H (-2.458, 0.582, 0.268)
H (0.617, 1.693, -1.868)
H (3.834, 0.238, 0.266)